(1)
The following is a quantum chemistry calculation of a 2-piece molecular cluster, C7H15NO2 overall in a non-equilibrium geometry, from the Open Molecules 2025 dataset.

Positions of all 25 atoms, in Å:
O: -0.3494 2.2277 -0.4400
O: 1.3505 -0.7315 0.4669
N: -0.1654 1.0200 -0.0749
C: -1.3692 0.1147 0.0824
C: -2.5942 0.8614 -0.1696
C: 2.6902 1.8945 0.0277
C: 1.0243 0.4969 -0.0629
C: -1.2324 -1.0080 -0.9309
C: -1.4262 -0.5084 1.4899
C: 2.5074 -1.2537 -0.1191
H: -1.0504 -0.5435 -2.0011
H: 2.6879 -2.2010 0.4884
H: -2.5115 1.8988 0.2552
H: 2.7540 1.7277 1.1249
H: -2.3123 -1.4296 -1.0558
H: 2.0884 2.7933 -0.3483
H: 3.6347 1.5402 -0.3701
H: 2.3738 -1.2800 -1.1970
H: -0.4164 -0.7459 1.7191
H: 3.3433 -0.7072 0.1678
H: -3.3762 0.0641 0.1005
H: -0.4020 -1.7159 -0.7810
H: -2.0828 -1.3980 1.5137
H: -1.7736 0.2838 2.1847
H: -2.6321 0.9925 -1.3266

Atomic forces in eV per Å
-0.303 0.650 0.137
-1.583 1.710 -0.165
1.185 -1.198 -0.235
1.237 -1.620 0.644
-1.316 0.469 -2.664
-3.985 -1.497 0.892
3.512 1.891 0.849
-1.390 0.415 -3.208
-0.260 1.228 -0.067
-0.493 -2.338 1.155
-0.224 -0.691 2.002
-0.463 0.547 -1.633
-0.851 -1.283 0.027
-0.287 0.771 -0.663
2.149 -0.042 0.404
1.414 -1.426 0.629
-0.446 0.096 -0.868
0.370 -0.650 -0.048
0.584 -0.680 0.747
1.551 1.576 0.080
0.406 2.063 -0.047
-0.848 0.032 0.286
0.351 0.548 -0.013
0.052 -0.658 -0.148
-0.362 0.087 1.909

Relative energy (zero: lowest compared OMol25 entry of this formula, charge and spin)   168.3 kcal per mole
Net charge   0
Energy   -480.71720 a.u.
Lowest unoccupied orbital energy (spin up / spin down)   0.497 / 0.497 eV



(2)
The following is a quantum chemistry calculation of one molecule with the formula C7H15NO2 in a non-equilibrium geometry, from the Open Molecules 2025 dataset.

Positions of all 25 atoms, in Å:
O: -0.0039 0.3278 0.5362
O: -0.1353 2.5564 0.2463
N: -2.6177 0.9817 -1.3942
C: -4.5059 1.8031 0.1113
C: -3.0031 1.7971 -0.2457
C: -6.7509 2.8120 -0.6352
C: -0.6722 1.5154 0.5549
C: -5.0428 0.4188 0.4772
C: -2.1229 1.3741 0.9360
C: -5.3174 2.4564 -1.0156
H: -3.0935 1.2596 -2.2465
H: -5.3284 1.7889 -1.8935
H: 0.9297 0.4985 0.3465
H: -4.7974 3.3751 -1.3335
H: -7.3468 1.9194 -0.3984
H: -2.3158 2.0288 1.7982
H: -2.7259 2.8344 -0.4889
H: -7.2553 3.3352 -1.4599
H: -6.7698 3.4728 0.2446
H: -6.0975 0.4725 0.7780
H: -4.9797 -0.2722 -0.3777
H: -2.3144 0.3362 1.2346
H: -4.4930 -0.0253 1.3183
H: -4.6019 2.4521 0.9998
H: -2.7606 -0.0306 -1.2260

Atomic forces in eV per Å
-0.425 0.227 0.367
-0.381 -0.693 0.424
-0.059 -0.752 0.067
0.006 0.134 0.184
0.018 0.035 -0.063
-0.224 0.027 0.056
0.788 0.390 -0.641
-0.092 -0.146 0.038
-0.024 -0.107 0.216
0.154 0.018 -0.197
0.037 -0.145 0.188
0.003 0.128 0.202
-0.092 0.210 -0.144
-0.106 -0.209 0.076
0.147 0.236 -0.061
0.061 -0.175 -0.212
-0.029 -0.223 0.033
0.122 -0.138 0.231
-0.005 -0.164 -0.221
0.265 -0.018 -0.084
-0.008 0.178 0.201
-0.007 0.227 -0.086
-0.136 0.096 -0.212
-0.006 -0.111 -0.159
-0.005 0.974 -0.204

Relative energy (zero: lowest compared OMol25 entry of this formula, charge and spin)   1.3 kcal per mole
Net charge   0
SMILES string   CC[C@@H](C)[C@H](N)CC(=O)O
Energy   -480.98337 a.u.
Lowest unoccupied orbital energy   0.855 eV



Question: Which of these has the highest energy?
Answer: number 1